1.
Entry from OMol25: a 11-piece molecular cluster, BF4H20O10 overall (ωB97M-V/def2-TZVPD).

Geometry as XYZ:
```
35
Properties=species:S:1:pos:R:3:forces:R:3
B -0.4399 -1.5125 -0.7639 -0.5 1.5 0.9
F 0.6441 -1.2745 -1.5489 1.8 -1.0 -0.6
F -0.5119 -0.3825 0.0981 -0.3 -1.2 0.5
F -1.5089 -1.4085 -1.6609 -1.0 -1.3 -0.2
F -0.4489 -2.7355 -0.0299 0.2 0.5 -1.0
O -0.6979 1.0865 -2.6249 0.4 1.6 -0.9
H -0.5409 0.1995 -2.3889 0.5 -1.4 0.5
H -1.5429 1.0695 -3.0449 -0.9 0.1 -0.4
O -1.1709 2.2455 -0.3319 0.5 0.2 -1.3
H -1.1739 2.7665 0.4421 -0.3 0.5 1.5
H -1.9439 1.6925 -0.4199 -0.4 -0.1 0.2
O 3.1321 -0.9945 -0.2889 1.3 -0.2 -0.8
H 2.3911 -1.1325 -0.8609 -0.6 0.0 -1.1
H 2.6511 -0.9495 0.5091 -0.6 0.3 2.1
O 2.5761 -0.4665 -3.4619 1.0 2.2 -2.3
H 3.4751 -0.5085 -3.1639 0.2 -0.6 0.7
H 1.9831 -1.0455 -3.0629 -1.1 -1.5 1.5
O -3.2429 0.3525 -0.9409 -0.5 -0.5 -0.1
H -3.4609 -0.0835 -0.1179 -0.4 0.3 0.6
H -2.7729 -0.3985 -1.3489 0.3 0.6 -0.3
O -0.7239 -2.2115 2.4581 -0.6 -0.4 0.7
H -0.3899 -2.5685 1.6241 0.0 0.0 -0.2
H -1.6789 -2.3755 2.4041 0.5 0.2 0.1
O 1.5311 1.7125 -0.9329 0.0 0.3 -0.9
H 2.3331 1.5425 -1.4399 0.0 -0.3 0.5
H 1.6711 1.5385 -0.0039 0.3 0.0 0.2
O 0.9021 2.2675 1.7831 0.5 1.2 -0.8
H 0.6841 1.3635 1.9741 -0.3 -0.8 0.5
H 0.8201 2.8275 2.5471 -0.2 -0.2 0.5
O -1.7799 0.5945 2.4151 -1.4 -0.7 0.1
H -1.5439 0.1805 1.5541 0.0 0.3 0.4
H -2.6639 0.2175 2.6681 1.4 0.5 -0.5
O 1.3451 -0.4825 2.3351 1.4 0.7 0.2
H 0.4691 -0.8525 2.3861 -1.0 -0.5 0.3
H 1.6291 -0.2735 3.2401 -0.3 -0.3 -0.5
```
Positions in Å, forces in eV/Å.

ΔE to the lowest compared entry with this formula, charge and spin (kcal per mole): 48.4
E_HOMO (eV): -6.27
Net charge: -1
Electronic energy (eV): -32354.7033
Orbital gap (eV): 8.88

=====

2.
Entry from OMol25: a 11-piece molecular cluster, BF4H20O10 overall (ωB97M-V/def2-TZVPD).

Geometry as XYZ:
```
35
Properties=species:S:1:pos:R:3:forces:R:3
B 3.2877 -2.6620 -19.3033 -0.4 -0.5 0.0
F 3.4272 -4.0407 -19.1382 0.0 0.1 0.2
F 4.0446 -2.2440 -20.3935 -0.2 0.3 0.1
F 1.9092 -2.3700 -19.4867 0.1 0.3 -0.3
F 3.6646 -2.0089 -18.1080 0.3 -0.1 0.1
O 2.7270 -0.1206 -16.3257 0.0 -0.1 0.3
H 3.3749 0.5673 -16.1527 0.0 0.0 0.0
H 3.2511 -0.8768 -16.6256 -0.1 0.2 -0.2
O 3.6981 -6.2398 -16.5708 0.0 -0.2 -0.1
H 3.4898 -6.1984 -15.6343 0.0 0.0 0.0
H 3.0478 -5.6483 -16.9784 0.1 0.0 0.2
O 4.9700 0.6864 -20.7125 0.0 0.0 -0.1
H 4.4896 1.0527 -21.4597 -0.1 0.0 0.0
H 4.9383 -0.2713 -20.8474 0.0 0.0 0.0
O 1.3342 -0.7198 -21.6353 -0.1 0.2 0.2
H 0.8964 0.0795 -21.3235 0.1 0.1 0.0
H 1.7255 -1.1048 -20.8319 0.0 -0.1 -0.2
O 0.1964 -4.5653 -19.2599 0.0 -0.1 0.1
H 0.7345 -3.8632 -19.6542 -0.1 -0.1 0.0
H 0.4324 -4.4973 -18.3223 0.1 0.0 -0.2
O 3.9183 -4.9669 -21.8369 -0.2 0.1 0.1
H 3.8154 -4.1288 -21.3723 0.3 0.1 -0.2
H 3.4700 -5.5681 -21.2252 0.0 -0.3 -0.2
O -1.3352 -1.6877 -21.4931 0.0 0.2 0.1
H -0.3901 -1.4529 -21.4623 -0.1 -0.2 -0.2
H -1.5816 -1.8375 -20.5763 0.0 -0.1 0.0
O 6.2460 -1.0527 -18.8631 0.0 0.0 0.2
H 5.4909 -1.6512 -18.7866 0.3 0.1 0.1
H 5.8318 -0.1935 -19.0007 0.1 0.0 0.0
O 1.7355 -4.1510 -16.8532 -0.1 0.2 0.3
H 2.4099 -3.5412 -17.1865 0.0 0.0 -0.1
H 1.2709 -3.6546 -16.1721 0.0 0.0 0.0
O 2.3086 -6.8862 -20.1915 0.0 0.0 0.0
H 2.7089 -7.4338 -19.5098 0.1 0.1 0.0
H 1.9032 -6.1481 -19.7134 -0.2 0.0 0.0
```
Positions in Å, forces in eV/Å.

ΔE to the lowest compared entry with this formula, charge and spin (kcal per mole): 3.7
E_HOMO (eV): -7.52
Net charge: -1
Electronic energy (eV): -32356.6445
Orbital gap (eV): 10.02

=====

3.
Entry from OMol25: a 12-piece molecular cluster, BF4H22O11 overall (ωB97M-V/def2-TZVPD).

Geometry as XYZ:
```
38
Properties=species:S:1:pos:R:3:forces:R:3
B 21.6660 8.2581 -26.5862 -0.8 0.7 0.2
F 21.5265 9.6238 -26.7343 0.0 1.9 0.0
F 20.5098 7.7921 -25.9912 -1.0 -0.7 1.1
F 21.7364 7.7320 -27.8286 0.5 -1.3 -2.4
F 22.7791 7.9797 -25.8513 1.3 -0.5 1.0
O 17.6852 11.9683 -28.9899 -0.3 -0.1 0.0
H 17.8041 12.8417 -29.3630 0.0 0.2 -0.1
H 18.5682 11.6879 -28.7494 0.3 -0.2 0.2
O 26.1998 4.0021 -28.5298 0.0 -0.1 0.2
H 26.1599 3.5816 -29.3888 -0.1 -0.1 -0.2
H 26.5578 4.8724 -28.7050 0.0 0.3 0.1
O 25.0002 5.6693 -21.4465 0.1 0.1 0.2
H 25.1855 4.7434 -21.2900 0.0 -0.2 0.0
H 24.5728 5.6871 -22.3028 -0.2 0.1 -0.3
O 18.1922 10.0477 -22.4038 -0.3 0.1 0.2
H 18.9649 10.4287 -21.9868 0.2 0.1 0.1
H 18.5453 9.4455 -23.0587 0.2 -0.2 -0.3
O 23.6867 13.9705 -29.4772 0.0 0.3 -0.1
H 24.4170 13.4164 -29.7528 0.2 -0.2 -0.1
H 23.2596 13.4748 -28.7786 -0.1 -0.2 0.2
O 13.8309 8.2570 -25.8782 -0.2 -0.2 0.0
H 13.3718 9.0582 -26.1302 -0.1 0.2 -0.1
H 14.6501 8.5622 -25.4883 0.3 0.0 0.1
O 19.8692 3.0064 -28.4396 0.1 -0.3 -0.1
H 18.9712 3.3347 -28.4849 -0.2 0.1 0.0
H 20.3962 3.7770 -28.2280 0.2 0.3 0.1
O 28.5040 11.2063 -26.1261 0.2 0.2 0.2
H 27.6070 11.0556 -26.4242 -0.3 -0.1 0.0
H 29.0510 10.7795 -26.7856 0.1 -0.1 -0.1
O 14.9988 3.0465 -26.0029 0.1 -0.2 -0.1
H 14.2533 2.7096 -25.5060 -0.2 -0.1 0.1
H 14.9372 3.9974 -25.9129 0.0 0.3 0.0
O 17.3470 7.3881 -30.6478 -0.2 -0.2 -0.2
H 18.2868 7.4650 -30.8126 0.3 0.0 0.0
H 17.1602 8.0690 -30.0014 0.0 0.2 0.2
O 26.0703 8.7843 -30.1978 0.2 0.2 0.0
H 25.3234 8.3349 -29.8023 -0.3 -0.1 0.2
H 26.3970 8.1722 -30.8572 0.1 -0.1 -0.2
```
Positions in Å, forces in eV/Å.

ΔE to the lowest compared entry with this formula, charge and spin (kcal per mole): 61.5
E_HOMO (eV): -7.98
Net charge: -1
Electronic energy (eV): -34434.1443
Orbital gap (eV): 10.08

=====

4.
Entry from OMol25: a 12-piece molecular cluster, BF4H22O11 overall (ωB97M-V/def2-TZVPD).

Geometry as XYZ:
```
38
Properties=species:S:1:pos:R:3:forces:R:3
B -15.0841 -18.5378 -11.9043 0.6 1.1 0.4
F -14.3343 -17.3849 -11.6128 -0.1 0.1 0.5
F -14.5456 -19.6129 -11.2642 0.0 -1.3 1.2
F -16.4206 -18.4308 -11.5355 -0.8 0.4 0.1
F -14.9407 -18.7035 -13.2462 -0.3 -0.3 -2.1
O -11.9721 -19.4527 -11.4999 0.6 0.0 -0.2
H -11.6863 -19.3629 -10.5908 0.2 0.1 0.2
H -12.8509 -19.0736 -11.5138 0.0 0.1 0.1
O -12.4791 -22.1938 -12.1695 0.2 -0.9 0.4
H -12.9328 -22.0458 -12.9993 -0.3 0.2 -0.3
H -12.4060 -21.3236 -11.7774 0.2 0.6 0.1
O -12.6921 -17.4311 -15.5735 -0.3 0.0 -0.2
H -12.9739 -17.7761 -14.7264 -0.1 -0.1 0.4
H -11.7397 -17.3669 -15.5017 0.2 0.0 -0.1
O -19.3402 -18.7414 -11.7798 -1.3 0.9 -1.6
H -18.9400 -18.3571 -10.9999 0.9 0.7 1.8
H -18.9481 -19.6121 -11.8465 0.9 -1.8 -0.2
O -15.5203 -17.7659 -16.5581 -0.4 -0.1 -0.4
H -14.6111 -17.5568 -16.3440 0.9 0.2 0.0
H -15.9433 -17.8941 -15.7090 -0.5 0.0 0.5
O -17.8115 -21.0565 -11.5014 -0.5 0.3 -0.1
H -17.0710 -20.6197 -11.0807 0.4 0.2 0.3
H -17.4230 -21.8049 -11.9544 -0.1 -0.3 -0.2
O -17.2471 -17.2904 -14.1037 -0.1 -0.2 -0.5
H -16.7474 -17.5517 -13.3302 0.3 -0.1 0.4
H -18.1568 -17.2710 -13.8064 -0.5 0.2 0.0
O -15.4478 -15.3213 -10.1941 -0.2 0.3 0.4
H -14.9508 -16.0262 -10.6091 0.2 -0.3 -0.2
H -15.9347 -14.9161 -10.9117 -0.1 0.1 -0.1
O -16.0487 -20.0762 -8.6630 -0.6 0.0 -0.1
H -15.3911 -19.8037 -9.3030 0.5 0.0 -0.4
H -15.8721 -19.5362 -7.8927 0.2 0.1 0.4
O -18.4034 -18.5162 -9.2831 -0.7 0.5 -0.4
H -18.9105 -18.6701 -8.4860 -0.3 0.0 0.1
H -17.5994 -19.0200 -9.1572 0.9 -0.5 0.0
O -14.4262 -21.3123 -14.0032 0.1 -0.5 -0.4
H -14.4268 -20.3562 -13.9576 0.0 0.3 0.1
H -15.1859 -21.5778 -13.4850 -0.1 -0.1 0.1
```
Positions in Å, forces in eV/Å.

ΔE to the lowest compared entry with this formula, charge and spin (kcal per mole): 0.0
E_HOMO (alpha / beta) (eV): -10.24 / -9.89
2S+1: 2
Electronic energy (eV): -34428.8295
Orbital gap (alpha / beta) (eV): 9.94 / 2.00
Expectation value of S²: 0.7567

=====

5.
Entry from OMol25: BF4KO4S as an isolated structure (ωB97M-V/def2-TZVPD).

Geometry as XYZ:
```
11
Properties=species:S:1:pos:R:3:forces:R:3
K 0.9751 3.6884 1.4722 0.0 -0.8 -0.3
S 3.5155 -1.1194 0.0178 0.0 -1.2 -1.2
O 2.2331 -1.0552 0.6451 -3.9 1.9 3.8
O 4.0177 0.2188 -0.3101 0.9 0.6 0.1
O 4.4017 -1.9476 0.8274 1.6 0.1 0.4
O 3.0401 -1.8532 -1.1598 1.4 -1.0 -2.9
B -3.6656 0.4439 -0.2644 1.4 -1.0 -0.8
F -2.7314 0.5642 -1.3015 0.7 2.0 -0.7
F -3.3837 -0.8790 0.0608 -1.0 -1.0 1.7
F -3.4839 1.3339 0.8277 0.1 -0.1 -0.3
F -4.9185 0.6052 -0.8152 -1.3 0.3 0.1
```
Positions in Å, forces in eV/Å.

ΔE to the lowest compared entry with this formula, charge and spin (kcal per mole): 94.2
E_HOMO (eV): 0.39
Net charge: -2
Electronic energy (eV): -46901.0156
Orbital gap (eV): 1.98

=====

6.
Entry from OMol25: a 8-piece molecular cluster, BH18O7 overall (ωB97M-V/def2-TZVPD).

Geometry as XYZ:
```
26
Properties=species:S:1:pos:R:3:forces:R:3
B -21.1750 29.7240 -8.4710 -1.2 -0.8 0.0
H -22.3480 29.2670 -8.2710 0.5 0.3 0.0
H -20.4110 28.8380 -8.2010 0.5 -0.4 0.4
H -21.0880 29.8830 -9.6600 0.1 0.4 -0.4
H -20.9970 30.7130 -7.7960 0.1 0.3 0.1
O -18.0450 30.4560 -9.1420 0.1 0.1 -0.6
H -18.0880 30.1130 -10.0460 0.1 0.1 0.2
H -18.9750 30.4260 -8.8880 -0.6 0.1 0.3
O -22.7870 27.4170 -11.0840 -0.5 -1.1 1.5
H -22.9050 26.7380 -10.3710 0.4 0.1 -1.3
H -22.8510 28.1540 -10.4730 0.3 1.1 -0.2
O -19.3010 30.9540 -5.2530 0.0 0.9 1.3
H -19.6100 30.6790 -6.1080 0.1 -0.7 -0.7
H -18.5630 30.4290 -4.9280 -0.2 -0.3 -0.7
O -20.5920 25.9490 -9.1130 0.5 -1.8 -1.6
H -20.1300 26.1160 -9.9550 -0.4 -0.1 0.5
H -20.6520 26.7920 -8.7240 -0.2 1.9 1.1
O -21.8810 29.0590 -4.7860 0.4 1.2 0.8
H -22.0580 29.5620 -5.5890 -0.1 -0.2 -0.4
H -21.4040 29.7460 -4.2630 -0.3 -0.8 -0.5
O -22.1970 26.6960 -6.5240 1.4 1.4 0.8
H -22.2180 27.5220 -7.0230 0.6 0.6 0.3
H -22.8400 26.2510 -7.0020 -1.9 -2.0 -1.2
O -17.2740 28.3960 -7.5920 -0.4 -2.1 0.5
H -17.5680 29.1350 -8.1110 -0.2 1.0 -0.6
H -17.9520 27.7030 -7.7820 0.8 0.8 0.4
```
Positions in Å, forces in eV/Å.

ΔE to the lowest compared entry with this formula, charge and spin (kcal per mole): 11.6
E_HOMO (eV): -6.60
Net charge: -1
Electronic energy (eV): -15301.9956
Orbital gap (eV): 9.74